{
  "formula": "C31H67Br28NO2P",
  "method": "ωB97M-V with the def2-TZVPD basis set",
  "symbols": ["C", "C", "N", "P", "C", "O", "O", "H", "H", "H", "H", "H", "H", "H", "H", "H", "H", "H", "Br", "C", "C", "Br", "H", "H", "H", "H", "Br", "C", "C", "Br", "H", "H", "H", "H", "Br", "C", "C", "Br", "H", "H", "H", "H", "Br", "C", "C", "Br", "H", "H", "H", "H", "Br", "C", "C", "Br", "H", "H", "H", "H", "Br", "C", "C", "Br", "H", "H", "H", "H", "Br", "C", "C", "Br", "H", "H", "H", "H", "Br", "C", "C", "Br", "H", "H", "H", "H", "Br", "C", "C", "Br", "H", "H", "H", "H", "Br", "C", "C", "Br", "H", "H", "H", "H", "Br", "C", "C", "Br", "H", "H", "H", "H", "Br", "C", "C", "Br", "H", "H", "H", "H", "Br", "C", "C", "Br", "H", "H", "H", "H", "Br", "C", "C", "Br", "H", "H", "H", "H"],
  "xyz": [[3.97, -1.46, -1.17], [3.15, -0.23, -1.62], [1.85, -0.14, -0.84], [0.69, -0.79, -1.91], [-0.94, -1.09, -1.09], [-1.72, -1.95, -1.94], [-1.16, -1.94, -3.23], [3.52, -2.36, -1.60], [4.96, -1.34, -1.64], [4.02, -1.55, -0.08], [2.91, -0.39, -2.69], [3.72, 0.70, -1.57], [1.68, 0.86, -0.72], [0.64, 0.04, -3.05], [1.25, -2.01, -2.35], [-1.50, -0.15, -0.97], [-0.80, -1.52, -0.09], [-0.77, -2.81, -3.41], [8.06, -1.40, 0.43], [8.71, -3.08, -0.36], [7.76, -3.58, -1.43], [6.15, -4.40, -0.65], [8.84, -3.79, 0.45], [9.68, -2.85, -0.79], [8.22, -4.37, -2.02], [7.42, -2.79, -2.09], [4.56, -2.99, 1.45], [6.45, -3.14, 1.88], [6.91, -2.10, 2.87], [7.13, -0.33, 2.03], [6.97, -3.09, 0.95], [6.56, -4.14, 2.30], [7.90, -2.36, 3.25], [6.24, -1.96, 3.71], [-4.36, 1.25, 0.54], [-5.88, 0.56, -0.46], [-5.49, 0.03, -1.81], [-5.16, 1.50, -3.05], [-6.60, 1.37, -0.52], [-6.29, -0.23, 0.16], [-6.30, -0.54, -2.25], [-4.59, -0.57, -1.79], [-0.65, 1.77, 5.47], [-2.10, 1.05, 4.38], [-1.59, 0.49, 3.08], [-1.17, 1.91, 1.81], [-2.81, 1.85, 4.25], [-2.54, 0.27, 4.99], [-2.37, -0.10, 2.60], [-0.70, -0.12, 3.18], [1.75, 3.12, -3.88], [-0.08, 3.76, -4.18], [-1.01, 3.52, -3.02], [-1.54, 1.65, -2.95], [-0.42, 3.28, -5.09], [0.03, 4.83, -4.35], [-1.93, 4.08, -3.15], [-0.58, 3.75, -2.06], [7.08, 0.51, 7.47], [5.54, 0.62, 6.29], [5.88, 1.31, 4.99], [6.02, 3.24, 5.22], [4.75, 1.13, 6.84], [5.24, -0.41, 6.11], [5.10, 1.17, 4.26], [6.83, 0.98, 4.57], [-8.48, -0.96, -4.94], [-9.74, 0.51, -4.76], [-9.09, 1.70, -4.08], [-8.92, 1.40, -2.17], [-10.60, 0.13, -4.22], [-10.04, 0.77, -5.77], [-9.72, 2.58, -4.18], [-8.10, 1.91, -4.46], [-4.40, 4.16, 3.24], [-3.52, 5.59, 4.23], [-2.84, 5.05, 5.47], [-4.13, 4.68, 6.88], [-4.27, 6.34, 4.45], [-2.78, 6.00, 3.55], [-2.17, 5.80, 5.89], [-2.29, 4.13, 5.30], [6.93, 1.21, -2.23], [5.78, 2.57, -1.47], [6.56, 3.63, -0.74], [7.18, 2.98, 0.98], [5.07, 2.05, -0.83], [5.25, 3.01, -2.32], [5.92, 4.48, -0.52], [7.44, 3.97, -1.28], [-9.64, -2.66, -8.15], [-8.04, -3.56, -7.52], [-8.09, -5.04, -7.79], [-9.26, -5.96, -6.53], [-7.94, -3.33, -6.47], [-7.22, -3.10, -8.07], [-7.11, -5.49, -7.65], [-8.45, -5.28, -8.79], [-3.57, -1.01, 10.28], [-4.85, -1.18, 8.82], [-4.19, -0.88, 7.50], [-3.94, 1.04, 7.25], [-5.68, -0.52, 9.04], [-5.18, -2.21, 8.85], [-4.83, -1.19, 6.67], [-3.21, -1.34, 7.40], [7.10, 4.03, -4.91], [7.32, 2.41, -5.95], [6.17, 2.15, -6.88], [4.56, 1.47, -6.00], [7.49, 1.62, -5.23], [8.23, 2.57, -6.53], [6.44, 1.37, -7.59], [5.84, 3.03, -7.42], [-3.64, -4.15, -7.81], [-3.11, -2.58, -8.82], [-3.68, -1.32, -8.23], [-5.57, -1.14, -8.66], [-3.42, -2.74, -9.85], [-2.02, -2.56, -8.77], [-3.21, -0.44, -8.65], [-3.60, -1.29, -7.14], [1.27, -1.20, 13.84], [-0.28, -1.93, 12.92], [0.11, -2.55, 11.61], [0.43, -1.19, 10.25], [-1.00, -1.13, 12.82], [-0.68, -2.69, 13.60], [-0.71, -3.15, 11.21], [1.01, -3.16, 11.67]],
  "lowdin_charge": [-0.161, -0.313, -0.181, 1.013, -0.298, -0.169, -0.093, 0.063, 0.058, -0.076, 0.081, 0.081, 0.088, -0.015, 0.066, 0.018, 0.117, 0.120, 0.560, -0.577, -0.599, 0.695, 0.065, 0.060, 0.054, 0.048, 0.704, -0.778, -0.544, 0.518, -0.166, 0.074, 0.081, 0.060, 0.612, -0.704, -0.675, 0.586, -0.003, 0.065, 0.037, 0.041, 0.639, -0.729, -0.673, 0.552, -0.003, 0.007, 0.034, 0.050, 0.590, -0.664, -0.624, 0.702, 0.054, 0.065, 0.071, 0.058, 0.613, -0.699, -0.740, 0.607, 0.051, 0.050, 0.048, -0.003, 0.640, -0.667, -0.675, 0.666, 0.055, 0.065, 0.062, 0.031, 0.608, -0.671, -0.685, 0.608, 0.052, 0.059, 0.063, -0.011, 0.638, -0.698, -0.671, 0.633, 0.031, 0.042, 0.065, 0.051, 0.589, -0.740, -0.692, 0.606, -0.003, -0.045, 0.047, 0.052, 0.613, -0.692, -0.678, 0.646, 0.052, 0.058, 0.060, 0.053, 0.623, -0.688, -0.672, 0.558, 0.014, 0.063, 0.059, 0.052, 0.607, -0.692, -0.687, 0.683, 0.053, 0.056, 0.057, 0.047, 0.611, -0.705, -0.700, 0.576, 0.042, 0.059, 0.051, 0.049],
  "total_charge": 1,
  "homo_energy_ev": -9.253
}